[1]
Entry from the OMol25 dataset: the ion C10H16N3S with charge +1 at a distorted geometry (ωB97M-V/def2-TZVPD).

Calculated values
Orbital gap: 8.65 eV
DFT total energy: -952.75632 a.u.
ΔE to the lowest compared entry with this formula, charge and spin: 132.9 kJ/mol

The geometry in ORCA input format:
```
! RIJCOSX wB97M-V def2-TZVPD def2/J DEFGRID3
* xyz 1 1
C -0.39765 -0.62470 0.97986
C -1.20729 -1.81507 1.08641
C 0.05853 -0.58811 -0.32510
C -0.69212 0.23441 2.16520
C -1.88884 -1.88421 2.41376
C 1.34618 2.57225 -1.97701
C 0.26858 1.49649 -1.82875
C 1.64477 2.91820 -0.52618
C 0.97902 0.39133 -0.97926
C 0.08085 -2.20286 -2.21226
N -1.06469 -2.50324 -0.05931
N -0.35904 -1.75847 -0.86589
N -1.05518 -0.86969 3.13961
S 2.04484 1.19972 0.23775
H 0.13562 0.74413 2.54015
H -1.60089 0.74329 2.16908
H -2.83969 -1.56455 2.21107
H -1.92080 -2.85355 2.70006
H 2.07809 2.10045 -2.56462
H 0.86648 3.43862 -2.48265
H -0.48632 1.91583 -1.33524
H -0.09863 1.25935 -2.76367
H 2.66006 3.47771 -0.29055
H 0.83222 3.21023 0.02707
H 1.68887 -0.25124 -1.42730
H 1.16375 -2.24972 -2.03681
H -0.29562 -3.12714 -2.30371
H -0.41584 -1.69246 -3.05036
H -0.14280 -1.19166 3.37857
H -1.38247 -0.52536 3.98009
*
```

Results of the natural (NBO) charge analysis, in e, for atoms 1 through 5: atom 1 (C): -0.21, atom 2 (C): 0.09, atom 3 (C): 0.25, atom 4 (C): -0.20, atom 5 (C): -0.25

[2]
Entry from the OMol25 dataset: a cluster of 2 separate species, C3H10N3 in total at a distorted geometry (ωB97M-V/def2-TZVPD).

Calculated values
Orbital gap (alpha / beta): 8.45 / 6.41 eV
DFT total energy: -283.67037 a.u.
ΔE to the lowest compared entry with this formula, charge and spin: 572.4 kJ/mol

The geometry in ORCA input format:
```
! RIJCOSX wB97M-V def2-TZVPD def2/J DEFGRID3
* xyz 2 2
C -1.87164 1.53471 -0.70648
C -1.95247 0.92923 0.72294
N -0.74027 1.12461 1.43201
C 1.84950 -1.26621 -0.08098
N 2.20465 -2.09808 -1.14557
N 0.84602 -0.44800 -0.24388
H -1.86822 2.63265 -0.69628
H -2.72565 1.24997 -1.32689
H -0.98498 1.27396 -1.29542
H -2.80003 1.39979 1.21812
H -2.19904 -0.13312 0.53595
H -0.81629 0.99416 2.44613
H 2.92942 -2.80185 -0.96000
H 2.34094 -1.58522 -2.02532
H 0.01045 0.48900 1.02600
H 2.52989 -1.41085 0.76364
*
```

Results of the natural (NBO) charge analysis, in e, for atoms 1 through 5: atom 1 (C): -0.62, atom 2 (C): -0.32, atom 3 (N): -0.26, atom 4 (C): 0.12, atom 5 (N): -0.37

[3]
Entry from the OMol25 dataset: a cluster of 6 separate species, C33H45BO14 in total (ωB97M-V/def2-TZVPD).

Calculated values
Orbital gap: 8.44 eV
DFT total energy: -2362.74038 a.u.

The geometry in ORCA input format:
```
! RIJCOSX wB97M-V def2-TZVPD def2/J DEFGRID3
* xyz 0 1
C 2.98397 -1.44037 2.36416
C 3.04788 -1.70107 1.20047
C 3.02141 -2.04514 -0.21520
C 1.64194 -2.62098 -0.59935
C 0.66596 -1.55620 -1.11398
C -0.15083 -0.91452 -0.02808
C 0.04549 0.30862 0.50372
C 1.12205 1.27475 0.13618
B 0.73204 2.18596 -1.10904
O 0.53806 3.54244 -0.92827
O 0.53792 1.63723 -2.37287
C -0.87699 0.76208 1.58083
O -0.53509 1.59944 2.39280
C -2.22135 0.16507 1.65458
C -2.42197 -1.05455 1.14902
C -3.70275 -1.81223 1.19291
C -1.26357 -1.74482 0.49498
O -1.25720 -2.95768 0.41106
H 2.65069 -1.20197 3.34768
H 3.81594 -2.75026 -0.44470
H 3.18474 -1.14526 -0.80648
H 1.21033 -3.18724 0.21656
H 1.80229 -3.33193 -1.40813
H -0.03433 -1.98654 -1.82790
H 1.22475 -0.80668 -1.66369
H 2.05338 0.74383 -0.05536
H 1.28319 1.92654 0.99198
H 1.40459 3.97097 -0.94484
H 1.39137 1.29985 -2.68077
H -3.01298 0.71997 2.13569
H -3.49542 -2.82501 1.53251
H -4.16179 -1.88913 0.21106
H -4.38760 -1.37519 1.91332
O 1.06762 5.97683 0.62416
C -0.11498 6.15078 0.63690
O -0.70352 7.23809 0.08012
C -2.12139 7.20776 0.32876
C -2.45025 5.74547 0.59941
C -1.16500 5.25194 1.25486
H -2.33395 7.84840 1.18825
H -2.63742 7.60692 -0.54168
H -3.33932 5.60650 1.20702
H -2.60542 5.22170 -0.34405
H -1.16461 5.40632 2.33501
H -0.95030 4.21193 1.03247
O 1.53037 -5.75359 -3.39301
C 1.54500 -6.40757 -2.39267
O 1.14458 -5.91898 -1.19659
C 1.37175 -6.88760 -0.15846
C 1.42976 -8.23129 -0.87422
C 2.01931 -7.83990 -2.22848
H 2.31036 -6.64147 0.34260
H 0.56097 -6.82427 0.56257
H 2.00679 -8.97885 -0.33378
H 0.41993 -8.61998 -1.01194
H 3.11006 -7.84224 -2.21865
H 1.65748 -8.45739 -3.04510
O 3.11490 -1.97849 5.67264
C 4.24313 -1.58263 5.66320
O 5.23892 -2.21702 5.00622
C 6.49550 -1.56568 5.25723
C 6.13356 -0.14614 5.67443
C 4.79059 -0.35780 6.37242
H 7.01394 -2.11211 6.04833
H 7.09583 -1.60320 4.35178
H 6.89247 0.32415 6.29647
H 5.99262 0.47345 4.78809
H 4.90790 -0.59531 7.43056
H 4.11665 0.48544 6.25438
O 2.51196 0.67730 -5.06040
C 1.45961 0.86409 -5.60092
O 1.29824 1.76377 -6.59680
C -0.09089 1.85284 -6.96310
C -0.71374 0.53907 -6.50550
C 0.13602 0.20728 -5.28083
H -0.52235 2.71581 -6.45203
H -0.16172 2.00749 -8.03693
H -1.78000 0.61865 -6.30412
H -0.57221 -0.22608 -7.27017
H -0.25472 0.66575 -4.37153
H 0.26379 -0.86167 -5.13294
O -3.89364 2.94807 1.58026
C -4.94745 2.95650 1.01802
O -5.26716 3.87379 0.07163
C -6.63105 3.70020 -0.35067
C -6.97592 2.25732 -0.00546
C -6.12128 2.02022 1.23862
H -7.25258 4.41659 0.19068
H -6.69771 3.91083 -1.41505
H -8.04122 2.09716 0.14638
H -6.64704 1.59667 -0.80862
H -6.63334 2.32008 2.15382
H -5.77811 0.99379 1.32846
*
```

Results of the Mulliken charge analysis, in e, for atoms 1 through 5: atom 1 (C): 0.34, atom 2 (C): -1.00, atom 3 (C): -0.85, atom 4 (C): -0.50, atom 5 (C): -0.94

[4]
Entry from the OMol25 dataset: a structure of composition C2H6N2O2 at a distorted geometry (ωB97M-V/def2-TZVPD).

Calculated values
Orbital gap: 9.84 eV
DFT total energy: -339.53412 a.u.
ΔE to the lowest compared entry with this formula, charge and spin: 783.8 kJ/mol

The geometry in ORCA input format:
```
! RIJCOSX wB97M-V def2-TZVPD def2/J DEFGRID3
* xyz 0 1
C -2.01199 -0.14378 0.73753
C 0.34198 -0.03023 -0.75944
H -2.32483 0.99582 1.42675
H -2.94498 -0.87291 0.49529
H -0.99921 -1.12702 1.31084
H -1.51100 1.54200 -0.85346
H 2.02251 -0.47418 -0.01662
H 1.28846 1.01859 1.37674
N -0.97903 0.35864 -0.39128
N 1.03868 -0.70887 0.23696
O 0.93441 0.27418 -1.80843
O 0.82454 0.02748 1.49245
*
```

Results of the natural (NBO) charge analysis, in e, for atoms 1 through 5: atom 1 (C): -0.43, atom 2 (C): 0.74, atom 3 (H): 0.23, atom 4 (H): 0.23, atom 5 (H): 0.23

[5]
Entry from the OMol25 dataset: a structure of composition C14H26N2O9P2S4Sr at a distorted geometry (ωB97M-V/def2-TZVPD).

Calculated values
Orbital gap: 7.44 eV
DFT total energy: -3642.21183 a.u.
ΔE to the lowest compared entry with this formula, charge and spin: 290.5 kJ/mol

The geometry in ORCA input format:
```
! RIJCOSX wB97M-V def2-TZVPD def2/J DEFGRID3
* xyz 0 1
Sr -0.50954 -0.09637 0.11374
C 0.32994 -3.09995 3.20831
C -0.80381 -3.80830 2.47780
S -1.74761 -2.72641 1.37335
C -1.76078 -3.64435 -0.19189
C -0.42022 -4.10839 -0.75361
S 0.75658 -2.76551 -1.08401
C 2.28030 -3.34923 -0.30371
C 2.21816 -3.67914 1.18363
S 1.58163 -2.30605 2.17411
H -0.06742 -2.28278 3.81406
H 0.81432 -3.79707 3.89364
H -0.42968 -4.65297 1.90216
H -1.49088 -4.21672 3.21951
H -2.41821 -4.50866 -0.08700
H -2.25474 -2.95407 -0.88171
H 0.05596 -4.83252 -0.09428
H -0.61179 -4.62385 -1.69521
H 2.65100 -4.21532 -0.85333
H 2.98835 -2.53797 -0.48515
H 1.59040 -4.55032 1.36379
H 3.22031 -3.93426 1.52857
N -0.86238 2.49980 -0.40713
C -1.99867 1.88875 -1.22612
C -2.77672 3.07057 -1.83938
P -3.11047 0.97664 0.01287
O -4.43267 1.85802 0.11644
O -3.37585 -0.40135 -0.46310
O -2.28909 1.11337 1.28535
P -1.13522 0.98655 -2.67915
O -1.95263 -0.37972 -2.86577
O -1.25170 1.86461 -3.84525
O 0.16374 0.54869 -2.03107
H -0.83266 3.51630 -0.51738
H 0.06646 2.16950 -0.74627
H -1.07295 2.27947 0.59434
H -3.18248 3.71432 -1.05830
H -3.60885 2.69755 -2.43218
H -2.12350 3.62056 -2.51460
H -5.20404 1.37681 -0.20761
H -2.59537 -0.35655 -3.58210
N 0.83159 0.85727 2.46188
C 1.59319 1.64402 1.54392
C 2.20775 1.01830 0.45333
C 2.68089 1.78648 -0.60408
C 2.55252 3.17140 -0.57310
C 2.02874 3.78788 0.55328
C 1.54443 3.02934 1.60951
S 2.94466 4.15201 -2.03357
O 2.50775 5.48521 -1.65317
O 2.12375 3.50509 -3.04066
O 4.37370 3.98552 -2.19648
H 0.38153 1.44562 3.15175
H 1.38569 0.15223 2.93275
H 2.28594 -0.07017 0.43473
H 3.09218 1.31850 -1.48916
H 1.97032 4.86921 0.55728
H 1.09818 3.50838 2.47546
*
```

Results of the natural (NBO) charge analysis, in e, for atoms 1 through 5: atom 1 (Sr): 1.73, atom 2 (C): -0.53, atom 3 (C): -0.55, atom 4 (S): 0.20, atom 5 (C): -0.54

[6]
Entry from the OMol25 dataset: a cluster of 12 separate species, H24O12 in total (ωB97M-V/def2-TZVPD).

Calculated values
Orbital gap: 11.49 eV
DFT total energy: -917.21319 a.u.
ΔE to the lowest compared entry with this formula, charge and spin: 294.5 kJ/mol

The geometry in ORCA input format:
```
! RIJCOSX wB97M-V def2-TZVPD def2/J DEFGRID3
* xyz 0 1
O 0.87093 -5.82123 0.93359
H 1.46584 -5.17857 0.54721
H 1.44375 -6.52295 1.24294
O -6.67738 -0.26133 0.10949
H -5.95732 -0.87166 -0.04940
H -7.42232 -0.64291 -0.35494
O 3.19132 6.14600 -0.01443
H 3.27882 7.09741 -0.07271
H 2.29878 6.00602 0.30182
O 3.71756 -0.91768 4.02445
H 4.30489 -0.30050 4.46076
H 4.18031 -1.75486 4.05926
O -3.46908 -3.71273 0.36891
H -2.80371 -4.36713 0.15612
H -4.30078 -4.14238 0.16914
O 0.42424 2.91894 -4.69174
H 0.42622 2.13796 -5.24518
H 0.80427 2.62687 -3.86318
O -1.27099 6.20624 2.03975
H -1.98083 6.51990 2.60009
H -1.71332 5.84575 1.27123
O -0.08764 0.89779 0.07194
H 0.70818 0.36747 0.11277
H -0.73031 0.40588 0.58305
O -2.79481 -0.05923 -3.62432
H -2.11236 -0.13412 -4.29131
H -2.32378 0.17293 -2.82403
O 5.80050 1.07584 -2.93202
H 6.03335 1.31030 -2.03367
H 6.07546 1.82860 -3.45545
O 3.95729 -3.07152 -1.71204
H 4.26839 -2.20127 -1.96129
H 4.69436 -3.46527 -1.24523
O -4.58649 -2.47429 5.35750
H -5.42492 -2.92153 5.47257
H -4.28849 -2.74290 4.48844
*
```

Results of the natural (NBO) charge analysis, in e, for atoms 1 through 5: atom 1 (O): -0.94, atom 2 (H): 0.47, atom 3 (H): 0.47, atom 4 (O): -0.94, atom 5 (H): 0.47

[7]
Entry from the OMol25 dataset: a cluster of 2 separate species, C15H13BrFO4S2 in total at a distorted geometry (ωB97M-V/def2-TZVPD).

Calculated values
Orbital gap: 4.75 eV
DFT total energy: -4350.57750 a.u.

The geometry in ORCA input format:
```
! RIJCOSX wB97M-V def2-TZVPD def2/J DEFGRID3
* xyz -1 1
F -3.70869 1.83384 -0.12289
S -2.26441 2.53528 -0.42248
C -1.39059 2.02675 0.98806
C -0.09899 2.37037 1.13472
C 0.74487 1.98814 2.23692
C 2.08086 2.45252 2.26846
C 2.92448 2.10338 3.31469
C 2.44157 1.28053 4.35056
C 1.11638 0.81594 4.33275
C 0.26833 1.16765 3.28447
O -1.76786 1.87086 -1.59444
O -2.53633 3.94158 -0.42013
H -1.97617 1.43211 1.68516
H 0.38268 3.00741 0.39233
H 2.41103 3.08996 1.44573
H 3.95390 2.47042 3.32572
H 3.10007 1.00479 5.17321
H 0.73708 0.17833 5.13464
H -0.76624 0.83115 3.23750
Br -1.18559 -2.19483 -0.58972
C 0.29208 -1.11882 -0.81997
S 1.85670 -1.79667 -0.69753
C 1.95417 -2.98732 -2.05607
C 1.55205 -4.30316 -1.84233
C 1.56788 -5.21173 -2.90261
C 1.97671 -4.79649 -4.17441
C 2.36581 -3.46969 -4.38456
C 2.35388 -2.56133 -3.32257
O 2.78822 -0.73134 -1.01450
O 2.05335 -2.59486 0.48870
H 0.21611 -0.04643 -0.68523
H 1.23230 -4.61966 -0.85316
H 1.25605 -6.24257 -2.72647
H 1.98896 -5.50735 -5.00217
H 2.67853 -3.13194 -5.37424
H 2.64746 -1.52549 -3.47403
*
```

Results of the natural (NBO) charge analysis, in e, for atoms 1 through 5: atom 1 (F): -0.50, atom 2 (S): 2.37, atom 3 (C): -0.54, atom 4 (C): -0.08, atom 5 (C): -0.10

[8]
Entry from the OMol25 dataset: a structure of composition C28H46BrN3P2PdS at a distorted geometry (ωB97M-V/def2-TZVPD).

Calculated values
Orbital gap (alpha / beta): 7.51 / 5.17 eV
DFT total energy: -5040.91826 a.u.
ΔE to the lowest compared entry with this formula, charge and spin: 0.0 kJ/mol

The geometry in ORCA input format:
```
! RIJCOSX wB97M-V def2-TZVPD def2/J DEFGRID3
* xyz 2 3
C -4.14067 2.36970 -2.10864
C -3.14918 2.52732 -3.10671
C -2.40761 3.72949 -3.14417
C -2.79124 4.76773 -2.28055
N -3.74972 4.60162 -1.36111
C -4.45664 3.47721 -1.30981
C -2.74112 1.34545 -3.82319
C -2.24586 0.26353 -4.14029
C -1.33140 -0.77684 -3.74511
C -0.50209 -0.45180 -2.65718
C 0.23702 -1.45173 -2.02557
C 0.02680 -2.77071 -2.39737
C -0.59589 -3.10289 -3.60338
C -1.24282 -2.06388 -4.31059
Pd 0.18818 -1.15427 0.26979
P -0.36420 0.74027 1.50277
H -1.47408 3.81902 -3.70884
H -4.55765 1.39304 -1.85761
H -2.27458 5.72496 -2.28941
H -5.26058 3.42261 -0.56753
H -1.66184 -2.23675 -5.30316
H -0.44980 0.55662 -2.23807
H -0.56873 -4.12261 -3.99151
H 1.16376 -1.19031 -1.38176
C 0.44691 0.99931 3.13376
C 0.61305 2.41934 3.66949
H 1.42949 0.50467 3.09107
H -0.16517 0.42429 3.83998
H 1.20355 2.34255 4.59140
H 1.14401 3.09630 2.98869
H -0.33812 2.89370 3.93615
C -0.08310 2.29855 0.56325
C -0.93611 3.51204 0.93323
H -0.22747 2.06996 -0.50354
H 0.98324 2.53514 0.68367
H -0.64859 4.34450 0.27843
H -2.00872 3.35311 0.77323
H -0.79497 3.84471 1.96817
C -2.15685 0.90721 1.89542
C -2.56111 1.72970 3.11062
H -2.57772 -0.10635 1.97206
H -2.60119 1.34638 0.99171
H -3.64661 1.62006 3.22558
H -2.08506 1.39742 4.03965
H -2.35827 2.80057 2.98858
Br 0.89868 -4.07912 -1.18840
P 2.70686 -0.24729 -0.27692
C 3.37267 1.14186 0.67615
C 4.89653 1.17659 0.76778
H 2.92220 1.10952 1.68420
H 2.99488 2.05646 0.19048
H 5.17321 2.03549 1.39211
H 5.29802 0.26582 1.23190
H 5.37021 1.31648 -0.21355
C 3.67054 -1.77361 -0.08070
C 4.89377 -1.90648 -0.97675
H 2.96642 -2.60299 -0.26830
H 3.92984 -1.81135 0.98881
H 5.39177 -2.84255 -0.68758
H 4.61060 -1.97749 -2.03871
H 5.60690 -1.07933 -0.83104
C 2.74723 0.30596 -2.03264
C 3.93629 1.12068 -2.52679
H 1.81189 0.88411 -2.15130
H 2.63043 -0.59470 -2.65779
H 3.75672 1.31332 -3.59398
H 3.99867 2.08413 -2.01010
H 4.87955 0.56175 -2.43108
C -1.72595 -3.96795 3.66444
N -2.28517 -3.14903 2.58442
C -1.87945 -3.31956 1.30955
S -1.99603 -1.98123 0.21946
N -1.47508 -4.53605 0.90402
C -2.18307 -5.78243 1.21629
H -0.79379 -4.45291 3.35372
H -2.44569 -4.72339 3.98404
H -1.51939 -3.31562 4.51337
H -2.49829 -2.17594 2.82826
H -0.94302 -4.49262 0.01897
H -2.50864 -6.24007 0.27253
H -1.47083 -6.47237 1.67678
H -3.02071 -5.59804 1.89674
*
```

Results of the Mulliken charge analysis, in e, for atoms 1 through 5: atom 1 (C): -0.23, atom 2 (C): 0.54, atom 3 (C): -0.30, atom 4 (C): -0.46, atom 5 (N): -0.50